Record 1
C45H46N2OS | ωB97M-V/def2-TZVPD

```
95
Properties=species:S:1:pos:R:3:lowdin_charge:R:1
C 7.631 2.104 1.428 -0.0390
C 7.157 1.492 0.099 -0.4111
O 6.911 2.578 -0.798 -0.0530
C 5.932 0.540 0.300 -0.0991
C 4.576 1.225 0.210 -0.1929
C 4.057 1.858 -0.990 -0.0240
C 2.863 2.494 -1.031 -0.0152
C 2.044 2.564 0.141 -0.3506
N 0.841 3.182 0.258 -0.2041
S 0.466 2.885 1.802 0.9740
N 1.680 2.014 2.401 -0.2166
C 2.524 1.905 1.343 -0.3454
C 3.794 1.249 1.329 0.0147
H 7.961 1.289 2.088 0.0661
H 8.516 2.718 1.180 0.0845
H 6.898 2.786 1.880 0.0909
H 7.965 0.886 -0.355 0.1372
H 7.135 2.317 -1.697 0.0932
H 5.995 -0.367 -0.329 0.1230
H 6.012 0.166 1.337 0.0958
H 4.681 1.841 -1.888 0.1086
H 2.522 2.982 -1.946 0.1064
H 4.133 0.757 2.245 0.1223
C -1.741 0.870 0.073 -0.1030
C -2.805 0.559 -0.764 -0.1033
C -3.264 -0.750 -0.848 -0.1173
C -2.665 -1.745 -0.088 -0.0948
C -1.603 -1.434 0.751 -0.0851
C -1.138 -0.128 0.828 -0.0921
H -1.383 1.887 0.133 0.0476
H -3.278 1.337 -1.351 0.1054
H -4.091 -0.993 -1.505 0.1044
H -3.026 -2.765 -0.150 0.0945
H -1.137 -2.212 1.344 0.0968
H -0.306 0.113 1.479 0.0770
C -8.414 1.048 1.373 -0.1124
C -7.074 1.309 1.116 -0.1037
C -6.213 0.269 0.793 -0.0839
C -6.693 -1.032 0.718 -0.0903
C -8.034 -1.293 0.971 -0.0946
C -8.893 -0.253 1.303 -0.0971
H -9.085 1.859 1.627 0.1048
H -6.700 2.325 1.168 0.1018
H -5.167 0.470 0.599 0.0798
H -6.022 -1.843 0.462 0.0931
H -8.409 -2.307 0.911 0.0994
H -9.938 -0.457 1.506 0.1004
C 1.127 1.288 -5.128 -0.0920
C 1.924 2.408 -4.942 -0.1073
C 3.287 2.343 -5.199 -0.1057
C 3.852 1.157 -5.652 -0.1020
C 3.053 0.037 -5.842 -0.0978
C 1.692 0.101 -5.576 -0.0939
H 0.064 1.338 -4.924 0.1018
H 1.483 3.335 -4.595 0.1009
H 3.910 3.216 -5.046 0.1003
H 4.914 1.107 -5.857 0.0979
H 3.493 -0.887 -6.197 0.0996
H 1.070 -0.774 -5.719 0.1009
C -9.099 4.815 -2.537 -0.0993
C -10.162 4.503 -3.373 -0.1011
C -10.618 3.194 -3.458 -0.0995
C -10.015 2.198 -2.701 -0.0919
C -8.953 2.511 -1.862 -0.0914
C -8.493 3.818 -1.783 -0.0935
H -8.742 5.836 -2.472 0.0989
H -10.637 5.280 -3.959 0.0987
H -11.443 2.949 -4.115 0.0988
H -10.373 1.178 -2.764 0.1005
H -8.484 1.736 -1.270 0.0818
H -7.661 4.061 -1.132 0.0969
C 11.044 -1.620 4.725 -0.0957
C 11.060 -1.494 3.343 -0.0960
C 9.867 -1.407 2.639 -0.1001
C 8.657 -1.437 3.319 -0.1068
C 8.640 -1.559 4.702 -0.0941
C 9.833 -1.655 5.405 -0.0953
H 11.975 -1.691 5.274 0.1006
H 12.005 -1.464 2.813 0.1004
H 9.880 -1.315 1.559 0.0986
H 7.725 -1.364 2.770 0.0903
H 7.696 -1.581 5.232 0.1013
H 9.820 -1.756 6.483 0.1007
C -1.470 -7.266 2.290 -0.0978
C -2.575 -7.385 1.459 -0.0980
C -3.492 -6.346 1.370 -0.0974
C -3.298 -5.184 2.106 -0.1037
C -2.190 -5.065 2.935 -0.1011
C -1.278 -6.107 3.030 -0.0969
H -0.756 -8.078 2.362 0.0998
H -2.723 -8.288 0.880 0.0998
H -4.358 -6.441 0.726 0.0996
H -4.010 -4.372 2.034 0.0967
H -2.038 -4.158 3.507 0.1004
H -0.417 -6.016 3.681 0.1000
```

Its HOMO energy is -0.3283 Ha. As for the calculated total energy: -63273.394 eV. The value obtained for the LUMO energy is -0.36 eV. As for the net charge: 0.

---

Record 2
C45H47FIN4O5S2 | ωB97M-V/def2-TZVPD

```
105
Properties=species:S:1:pos:R:3:lowdin_charge:R:1
C 1.122 2.423 3.140 -0.0791
C 2.539 2.978 3.310 -0.3020
C 3.445 2.630 2.140 -0.6921
I 5.315 3.700 2.417 0.9046
N 3.581 1.179 1.966 -0.0698
C 4.055 0.444 3.174 -0.1061
C 4.995 -0.693 2.802 -0.2241
C 5.529 -1.368 4.101 -0.3348
C 5.128 -2.821 4.205 -0.0146
F 6.911 -1.286 4.125 -0.0056
C 6.142 -0.125 1.978 -0.0933
N 5.617 0.689 0.832 0.1174
C 4.265 0.827 0.811 -0.3358
N 3.565 0.651 -0.282 0.1523
C 2.096 0.704 -0.383 -0.1608
C 1.672 0.788 -1.848 -0.2092
C 0.349 0.085 -2.134 -0.4793
S -1.103 1.147 -2.296 0.9395
C -1.353 1.635 -0.601 -1.0426
S -1.142 0.536 0.587 0.7441
N -1.808 2.926 -0.467 -0.1593
C -2.129 3.336 0.912 -0.1735
C -2.772 4.704 0.855 -0.1758
O -1.798 5.658 0.466 -0.1113
C -1.447 5.375 -0.863 -0.1959
C -0.920 3.957 -1.059 -0.1530
H 1.089 1.540 2.507 0.0365
H 0.713 2.141 4.106 0.0793
H 0.463 3.191 2.741 0.0603
H 2.494 4.064 3.340 0.0963
H 2.987 2.677 4.253 0.0966
H 2.993 3.036 1.238 0.0865
H 3.167 0.028 3.651 0.1391
H 4.563 1.114 3.863 0.1085
H 4.452 -1.470 2.261 0.1505
H 5.137 -0.817 4.957 0.1475
H 5.366 -3.217 5.186 0.0915
H 5.678 -3.391 3.456 0.0971
H 4.066 -2.947 4.003 0.0574
H 6.762 0.513 2.605 0.1172
H 6.800 -0.894 1.585 0.1391
H 5.951 0.349 -0.061 0.1482
H 4.045 0.425 -1.138 0.1574
H 1.702 1.515 0.220 0.0869
H 1.723 -0.221 0.055 0.1188
H 1.614 1.837 -2.139 0.1109
H 2.451 0.353 -2.477 0.1113
H 0.105 -0.626 -1.348 0.0322
H 0.382 -0.438 -3.085 0.0798
H -2.770 2.623 1.416 0.1099
H -1.183 3.427 1.456 0.1024
H -3.557 4.695 0.093 0.1316
H -3.210 4.990 1.804 0.1323
H -2.302 5.533 -1.529 0.1303
H -0.664 6.062 -1.177 0.1336
H -0.814 3.784 -2.125 0.0930
H 0.078 3.886 -0.609 0.1262
C -3.332 2.314 -4.813 -0.0842
C -4.669 2.695 -4.824 -0.0518
C -5.527 2.185 -5.784 0.0031
C -5.049 1.298 -6.739 -0.0776
C -3.704 0.927 -6.736 -0.0797
C -2.851 1.435 -5.766 -0.0116
C -3.154 0.001 -7.768 -0.2766
O -1.986 -0.326 -7.750 0.1012
C -4.084 -0.502 -8.816 -0.0846
C -3.590 -1.327 -9.818 -0.0018
C -4.441 -1.814 -10.794 -0.0527
C -5.792 -1.484 -10.771 -0.0506
C -6.290 -0.659 -9.778 0.0014
C -5.439 -0.160 -8.801 -0.0819
C -5.993 0.746 -7.755 -0.2759
O -7.171 1.029 -7.727 0.1139
H -2.662 2.710 -4.064 0.0593
H -5.042 3.388 -4.082 0.1069
H -6.570 2.469 -5.801 0.1224
H -1.811 1.137 -5.769 0.1140
H -2.539 -1.580 -9.825 0.1200
H -4.054 -2.453 -11.576 0.1091
H -6.456 -1.870 -11.533 0.1099
H -7.338 -0.395 -9.752 0.1221
C -1.437 -0.458 4.383 -0.0643
C -2.410 -0.957 5.242 -0.0426
C -2.295 -2.242 5.748 0.0095
C -1.211 -3.033 5.392 -0.0764
C -0.243 -2.535 4.520 -0.0820
C -0.359 -1.246 4.022 -0.0194
C 0.920 -3.366 4.096 -0.2685
O 1.772 -2.914 3.354 0.0623
C 1.005 -4.758 4.614 -0.0837
C 2.049 -5.574 4.198 -0.0070
C 2.150 -6.867 4.680 -0.0505
C 1.212 -7.351 5.585 -0.0439
C 0.167 -6.544 6.001 0.0075
C 0.054 -5.249 5.514 -0.0775
C -1.094 -4.408 5.960 -0.2738
O -1.906 -4.824 6.755 0.1223
H -1.524 0.546 3.987 0.0925
H -3.259 -0.345 5.515 0.1119
H -3.042 -2.640 6.420 0.1251
H 0.397 -0.873 3.347 0.0957
H 2.776 -5.189 3.497 0.1126
H 2.961 -7.503 4.351 0.1103
H 1.296 -8.360 5.963 0.1128
H -0.570 -6.912 6.702 0.1249
```

Its HOMO energy is -0.4071 Ha. As for the calculated total energy: -96109.413 eV. The value obtained for the LUMO energy is -2.93 eV. As for the net charge: +1.

---

Record 3
C45H47N9O3PPbS2 | ωB97M-V/def2-TZVPD

```
108
Properties=species:S:1:pos:R:3:lowdin_charge:R:1
Pb 9.279 12.172 10.427 1.4435
C 11.679 9.671 10.855 -0.1876
C 12.309 10.661 9.902 -0.1787
N 11.291 11.272 9.002 -0.1563
C 10.703 10.501 7.935 -0.1589
C 9.331 9.911 8.136 -0.2243
C 9.002 8.652 7.664 -0.0016
C 7.739 8.072 7.941 -0.0186
C 6.842 8.718 8.744 -0.0039
C 7.224 9.957 9.283 -0.2518
C 6.363 10.697 10.254 -0.1350
N 7.194 11.149 11.398 -0.1359
C 7.421 10.162 12.487 -0.1436
C 9.872 9.463 12.584 -0.2953
N 10.651 10.340 11.702 -0.0811
N 8.411 10.514 8.974 0.0260
H 12.519 9.284 11.448 0.1361
H 11.278 8.850 10.239 0.1152
H 13.111 10.135 9.291 0.1474
H 12.765 11.515 10.420 0.1324
H 11.598 12.179 8.672 0.1142
H 11.318 9.604 7.733 0.1304
H 10.629 11.173 7.006 0.1746
H 9.649 8.171 6.967 0.1127
H 7.525 7.063 7.530 0.1344
H 5.919 8.223 8.992 0.1224
H 5.534 10.014 10.567 0.1401
H 5.850 11.582 9.824 0.1396
H 6.748 11.962 11.774 0.1038
H 7.234 9.161 12.064 0.1201
H 6.648 10.266 13.272 0.1543
H 10.349 7.683 11.542 0.1004
H 10.543 9.215 13.426 0.1692
H 11.083 11.017 12.265 0.0689
N 13.309 14.099 14.531 0.0962
C 14.324 14.933 14.121 -0.3039
C 15.532 14.888 14.931 -0.0460
C 16.216 16.081 15.071 -0.0962
C 15.854 17.249 14.344 -0.0960
C 14.955 17.134 13.290 -0.1125
C 14.143 15.988 13.171 -0.3597
P 12.703 16.144 12.102 1.0557
C 11.885 17.719 12.243 -0.3838
C 11.086 17.948 13.423 -0.0869
C 10.368 19.105 13.491 -0.1035
C 10.468 20.102 12.509 -0.0752
C 11.352 19.954 11.420 -0.0554
C 12.088 18.752 11.333 -0.1017
C 13.479 16.046 10.456 -0.3785
C 14.791 15.673 10.133 -0.0940
C 15.205 15.561 8.800 -0.0889
C 14.246 15.536 7.771 -0.1002
C 12.896 15.854 8.041 -0.0794
C 12.555 16.155 9.383 -0.1314
H 12.357 14.058 14.199 0.0261
H 13.514 13.331 15.132 0.0765
H 15.818 13.936 15.446 0.1158
H 17.079 16.088 15.729 0.1013
H 16.335 18.226 14.565 0.1084
H 14.761 17.954 12.565 0.1183
H 10.894 17.138 14.097 0.0850
H 9.692 19.331 14.341 0.1146
H 9.843 20.956 12.595 0.0883
H 11.487 20.714 10.664 0.0998
H 12.739 18.653 10.488 0.0934
H 15.508 15.604 10.973 0.1055
H 16.282 15.360 8.609 0.1112
H 14.444 15.194 6.761 0.0929
H 12.141 15.964 7.255 0.1028
H 11.504 16.438 9.628 0.0815
C 9.171 14.525 16.585 -0.0482
N 8.940 13.082 16.438 -0.1331
C 8.760 12.130 17.472 -0.0197
C 8.666 10.937 16.899 -0.0313
N 8.835 11.096 15.482 0.0237
C 9.123 12.450 15.213 -0.6937
S 9.395 13.284 13.781 0.5914
C 8.684 10.009 14.541 -0.2004
C 8.517 8.720 15.039 -0.0163
C 8.513 7.470 14.333 -0.0844
C 8.957 7.153 13.088 -0.0621
C 9.465 8.090 12.012 -0.1240
N 8.749 10.274 13.137 -0.0433
H 8.249 15.057 16.281 0.1040
H 10.068 14.760 15.975 0.0638
H 9.399 14.779 17.630 0.0940
H 8.736 12.497 18.507 0.1399
H 8.502 9.980 17.308 0.0931
H 8.330 8.732 16.119 0.0901
H 8.193 6.649 14.994 0.1158
H 8.822 6.113 12.798 0.1086
H 8.646 8.120 11.235 0.1194
O 4.883 14.368 8.340 -0.3042
S 6.169 14.380 7.717 0.6362
O 6.315 13.699 6.443 -0.3136
N 7.364 13.959 8.873 -0.0921
C 8.363 14.876 8.827 -0.5911
O 9.495 14.777 9.352 -0.1336
C 7.981 16.099 8.125 -0.1484
C 8.627 17.335 8.039 0.0129
C 7.895 18.414 7.539 -0.0501
C 6.602 18.233 7.003 -0.0492
C 6.051 16.967 6.940 -0.0503
C 6.784 15.962 7.458 -0.2762
H 9.661 17.456 8.499 0.1313
H 8.348 19.361 7.483 0.0886
H 5.975 19.062 6.650 0.1164
H 5.048 16.767 6.510 0.1430
```

Its HOMO energy is -0.3292 Ha. As for the calculated total energy: -103180.467 eV. The value obtained for the LUMO energy is -2.87 eV. For the energy above the lowest of the compared OMol25 structures with the same formula, charge and spin, the calculation gives 5.74 kcal per mole. As for the net charge: +1.

---

Record 4
C45H48As2InN10O8SSi | ωB97M-V/def2-TZVPD

```
116
Properties=species:S:1:pos:R:3:lowdin_charge:R:1
In 2.376 -0.479 1.760 0.7677
N -0.019 2.116 3.221 -0.0090
N -0.721 3.131 2.590 -0.0990
C -0.067 4.099 1.855 -0.9331
N -0.939 4.907 1.203 0.0721
S 1.580 4.387 1.960 0.5645
H -0.047 2.264 4.236 0.0910
H 0.998 2.205 2.930 -0.0034
H -1.734 3.115 2.789 0.1662
H -1.749 4.537 0.680 0.0537
H -0.541 5.805 0.865 0.1088
C -1.676 -2.241 -3.602 -0.1204
C -0.447 -2.886 -3.470 -0.0619
C 0.281 -3.033 -2.307 0.0011
C 0.492 -1.997 -1.383 -0.2008
C -0.339 -0.852 -1.138 -0.1473
C -2.386 -1.500 -2.668 -0.1813
N 1.553 -2.077 -0.463 0.0605
N 2.566 -2.778 -0.841 0.1092
C 3.702 -2.742 -0.033 -0.3115
C 4.825 -3.373 -0.555 -0.0184
C 5.947 -3.615 0.255 -0.0677
C 5.893 -3.211 1.584 -0.0841
C 4.794 -2.513 2.046 -0.1710
C 3.773 -2.078 1.230 -0.2526
H -2.125 -2.263 -4.584 0.0967
H -0.155 -3.487 -4.333 0.1203
H 1.056 -3.801 -2.204 0.1163
H -0.204 -0.333 -0.176 0.1199
H -3.377 -1.873 -2.415 0.0983
H 4.777 -3.795 -1.555 0.1142
H 6.899 -4.037 -0.157 0.1225
H 6.677 -3.469 2.299 0.1124
H 4.781 -2.216 3.086 0.0861
N 4.699 2.375 4.495 0.0684
C 3.793 1.385 4.460 -0.0690
N 3.599 1.015 3.157 0.0539
C 4.427 1.867 2.480 -0.3540
N 5.129 2.669 3.227 0.1616
C 4.484 1.856 1.040 -0.2003
C 5.372 2.689 0.393 -0.0391
N 5.447 2.719 -0.936 0.1252
C 4.582 1.936 -1.618 -0.0714
C 3.765 1.033 -0.976 -0.0602
N 3.620 1.057 0.372 0.0859
H 4.989 2.973 5.274 0.1821
H 3.271 0.965 5.329 0.1516
H 6.124 3.252 0.907 0.1245
H 4.583 2.006 -2.710 0.1258
H 3.167 0.317 -1.546 0.1083
C 0.864 -6.335 1.148 -0.0711
C 2.096 -5.978 1.734 -0.0588
C 2.132 -4.803 2.489 -0.1253
C 1.060 -3.901 2.561 -0.3148
C -0.092 -4.208 1.782 -0.1008
C -0.168 -5.397 1.073 -0.0930
Si 1.327 -2.297 3.513 0.6772
C -0.233 -1.751 4.361 -0.3641
C -0.196 -1.697 5.771 -0.1228
C -1.325 -1.342 6.504 -0.0876
C -2.515 -1.043 5.846 -0.0917
C -2.620 -1.108 4.450 -0.0639
C -1.451 -1.493 3.724 -0.1065
H 0.722 -7.338 0.764 0.1038
H 2.962 -6.619 1.582 0.1084
H 3.038 -4.544 3.042 0.0899
H -0.963 -3.565 1.813 0.0855
H -1.059 -5.551 0.419 0.1185
H 2.412 -2.521 4.539 0.0045
H 0.722 -1.964 6.311 0.0919
H -1.296 -1.332 7.604 0.1122
H -3.394 -0.724 6.386 0.0999
H -3.585 -0.957 3.918 0.1034
H -1.533 -1.428 2.622 0.0890
C -2.418 5.424 -3.982 -0.0103
O -3.129 5.172 -2.727 -0.0471
C -2.934 4.112 -1.879 -0.4618
O -3.073 4.400 -0.661 0.0166
C -2.603 2.698 -2.365 -0.2456
C -3.554 2.022 -3.173 -0.3253
As -3.485 0.291 -4.110 1.3333
C -5.249 -0.462 -3.596 -0.3221
C -1.741 -0.655 -1.680 -0.2751
C -0.561 0.209 -2.157 -0.3110
As -0.857 2.124 -1.501 1.3891
C 0.199 3.124 -2.792 -0.2964
C 0.246 0.146 -3.385 -0.4948
O 1.450 -0.122 -3.398 0.0760
O -0.329 0.622 -4.529 -0.1305
C 0.582 0.786 -5.685 0.0019
C -2.608 -0.229 -0.494 -0.4054
O -2.266 0.527 0.428 0.0137
O -3.796 -0.888 -0.508 -0.0694
C -4.468 -0.942 0.786 -0.0027
C -4.875 2.673 -3.586 -0.5149
O -5.280 2.527 -4.749 0.0589
O -5.668 3.354 -2.710 -0.0438
C -6.003 2.802 -1.390 0.0024
H -2.883 6.282 -4.458 0.0942
H -2.407 4.548 -4.666 0.1001
H -1.407 5.723 -3.669 0.0865
H -6.085 -0.087 -4.198 0.0338
H -5.425 -0.282 -2.527 0.0096
H -5.175 -1.527 -3.732 0.0109
H -0.153 2.973 -3.853 0.0468
H 1.213 2.701 -2.749 0.0215
H 0.168 4.195 -2.497 0.0376
H 0.053 1.543 -6.314 0.1113
H 0.609 -0.161 -6.188 0.0856
H 1.599 1.037 -5.376 0.0897
H -5.527 -1.206 0.593 0.1096
H -4.335 0.044 1.202 0.0790
H -3.988 -1.676 1.464 0.0964
H -5.379 3.282 -0.623 0.0840
H -5.796 1.750 -1.364 0.0653
H -7.068 3.009 -1.214 0.1053
```

Its HOMO energy is -0.3397 Ha. As for the calculated total energy: -224274.255 eV. The value obtained for the LUMO energy is -3.53 eV. For the energy above the lowest of the compared OMol25 structures with the same formula, charge and spin, the calculation gives 45.37 kcal per mole. As for the net charge: +1.